# 1
{"formula": "C4H12NO", "method": "ωB97M-V/def2-TZVPD", "elements": ["C", "C", "C", "N", "C", "O", "H", "H", "H", "H", "H", "H", "H", "H", "H", "H", "H", "H"], "xyz": [[1.64287, -1.68635, 0.25110], [0.29387, -1.11004, -0.19031], [0.10284, 0.34420, 0.18318], [1.17098, 1.19196, -0.53569], [-1.26294, 0.89637, -0.21680], [-2.20829, 0.18356, 0.56502], [1.71919, -2.73293, -0.02032], [2.45887, -1.15272, -0.24240], [1.74240, -1.63744, 1.33516], [-0.55598, -1.62836, 0.25656], [0.15900, -1.22916, -1.26690], [0.26056, 0.50768, 1.25113], [1.42014, 0.72436, -1.41284], [2.03235, 1.27058, 0.00488], [0.82588, 2.12621, -0.75669], [-1.45452, 0.70822, -1.27100], [-1.29763, 1.96117, 0.00497], [-2.97321, 0.74457, 0.73616]], "lumo_energy_ev": -3.7, "smiles": "CC[C@@H]([NH3+])CO", "gap_ev": 11.2, "total_energy_ev": -7873.511, "de_lowest_kj_mol": 75.2, "total_charge": 1}



# 2
{"formula": "C4H12NO", "method": "ωB97M-V/def2-TZVPD", "elements": ["C", "C", "C", "C", "N", "H", "H", "H", "H", "H", "H", "H", "H", "H", "H", "H", "H", "O"], "xyz": [[-0.16918, 0.11378, -2.34427], [-0.24532, -0.44713, -0.92420], [-0.12203, 0.60777, 0.13801], [-1.04840, 1.43977, 0.55738], [1.18500, 0.57226, 0.87123], [-0.09024, -0.70142, -3.05265], [0.75002, 0.67584, -2.54684], [-0.98558, 0.78179, -2.59403], [0.53490, -1.18738, -0.76994], [-1.20106, -0.94911, -0.82490], [-2.07078, 1.36835, 0.24143], [-0.75959, 2.20482, 1.26475], [1.93625, 0.43702, 0.19731], [1.32752, 1.47593, 1.32343], [1.06801, -0.12028, 1.61956], [0.32040, -2.77237, 2.33853], [-0.69594, -1.68614, 2.27135], [0.26601, -1.81348, 2.23385]], "lumo_energy_ev": -3.4, "gap_ev": 11.4, "total_energy_ev": -7873.239, "de_lowest_kj_mol": 101.5, "total_charge": 1}



# 3
{"formula": "C4H12NO", "method": "ωB97M-V/def2-TZVPD", "elements": ["C", "C", "C", "C", "N", "H", "H", "H", "H", "H", "H", "H", "H", "H", "H", "H", "H", "O"], "xyz": [[-0.31091, 3.12802, -1.56245], [-0.92533, 2.02365, -0.71966], [-0.34681, 0.65094, -0.75465], [-0.69695, -0.31641, 0.09305], [0.02930, -1.64561, 0.01904], [-0.43380, 2.80937, -2.57045], [0.79581, 3.19813, -1.39433], [-0.76127, 4.08158, -1.38026], [-2.10027, 1.91679, -1.02497], [-0.88126, 2.43302, 0.33488], [0.12618, 0.52761, -1.73949], [-1.51635, -0.20690, 0.76975], [0.45674, -1.93297, 0.98319], [-0.72800, -2.33944, -0.28195], [0.75608, -1.69924, -0.76209], [1.60959, -2.87770, 3.31713], [2.35485, -3.68859, 2.36548], [1.72458, -2.95244, 2.36401]], "lumo_energy_ev": -3.4, "gap_ev": 10.6, "total_energy_ev": -7872.382, "de_lowest_kj_mol": 184.2, "total_charge": 1}